Record 1
Computed, not measured: a 2-piece molecular cluster, C4H9NO3 overall, with wB97M-V/def2-TZVPD.

E_tot   -11924.37383 eV
Highest occupied orbital energy   -10.3062 eV
Gap between HOMO and LUMO   11.194 eV
Structure (SMILES)   COC(C)=O.C=NO

ORCA input file:
```
! wB97M-V def2-TZVPD RIJCOSX def2/J DEFGRID3
* xyz 0 1
C 1.66265 -1.27889 0.63923
O 1.03814 -0.54535 -0.41482
C 0.91039 0.80340 -0.15916
C 0.34236 1.49058 -1.36794
O 1.49065 1.38918 0.75007
H 1.07577 -1.20734 1.56036
H 2.68223 -0.92130 0.80797
H 1.70335 -2.32890 0.33825
H -0.44853 0.87758 -1.80894
H -0.10167 2.43903 -1.05385
H 1.12847 1.67308 -2.10251
C -2.19783 -1.05582 -0.05590
N -1.70684 -0.64444 1.05665
O -1.57844 0.81245 1.02348
H -2.67315 -0.38007 -0.78599
H -2.17956 -2.12776 -0.30592
H -1.14800 1.00456 1.87904
*
```

Record 2
Computed, not measured: one molecule with the formula CH2NO2P, with wB97M-V/def2-TZVPD.

E_tot   -15938.82824 eV
Highest occupied orbital energy (spin up / spin down)   -9.0049 / -9.0057 eV
Gap between HOMO and LUMO (spin up / spin down)   7.309 / 7.311 eV

ORCA input file:
```
! wB97M-V def2-TZVPD RIJCOSX def2/J DEFGRID3
* xyz 0 1
C 0.18812 -0.22642 -0.18181
N 1.84868 0.93289 -1.15417
O 2.67232 3.24695 -1.53890
O 1.01113 -0.11738 -1.13546
P 1.48162 2.42180 -1.63931
H 0.01232 0.49118 0.49446
H -0.21869 -1.14185 0.04928
*
```

Record 3
Computed, not measured: C13H14N2ORhS as an isolated structure, with wB97M-V/def2-TZVPD.

E_tot   -32572.39588 eV
Highest occupied orbital energy (spin up / spin down)   -10.7787 / -12.3423 eV
Expectation value of S²   6.04
Gap between HOMO and LUMO (spin up / spin down)   7.111 / 6.480 eV

ORCA input file:
```
! wB97M-V def2-TZVPD RIJCOSX def2/J DEFGRID3
* xyz 1 5
Rh 0.78473 -0.89032 0.00085
N 0.93859 -4.79516 -1.53123
C 1.08004 -3.61278 -0.93430
O 0.08220 -2.93164 -0.63264
C 2.47861 -3.14167 -0.60585
C 2.64763 -1.64004 -0.84367
H 0.01399 -5.14681 -1.71797
H 1.73076 -5.35807 -1.78312
H 3.21437 -3.71965 -1.17383
H 2.63646 -3.36852 0.45246
H 2.64891 -1.39074 -1.90528
H 3.52151 -1.23447 -0.34423
C -0.35963 0.73684 -2.52865
C -0.79122 1.44615 -1.28451
C -1.53424 2.63864 -1.31519
C -1.91056 3.22827 -0.14239
C -1.56358 2.63726 1.08967
C -1.94078 3.19092 2.33554
C -1.59395 2.57445 3.51220
C -0.86268 1.38841 3.49096
C -0.45187 0.81132 2.28992
S 0.49045 -0.62267 2.34382
C -0.80944 1.44368 1.05247
N -0.43973 0.89041 -0.13021
H -0.69551 1.24990 -3.42635
H -0.76290 -0.27781 -2.52772
H 0.73046 0.66616 -2.54768
H -1.80362 3.07391 -2.26689
H -2.48259 4.14794 -0.13861
H -2.51618 4.10831 2.33742
H -1.88682 3.00399 4.46014
H -0.59341 0.89377 4.41488
*
```

Record 4
Computed, not measured: a 2-piece molecular cluster, C2H2Cl3NO overall, with wB97M-V/def2-TZVPD.

E_tot   -43205.45789 eV
Highest occupied orbital energy (spin up / spin down)   -8.2058 / -9.7675 eV
Gap between HOMO and LUMO (spin up / spin down)   8.066 / 9.455 eV

ORCA input file:
```
! wB97M-V def2-TZVPD RIJCOSX def2/J DEFGRID3
* xyz 0 1
C 0.42612 -0.04191 -0.06332
C -1.06748 0.44678 -3.29364
N 0.88287 0.37122 -1.29923
O 0.58215 -0.98809 -1.10350
Cl -0.10382 0.37329 -4.70865
Cl -1.98279 -0.92191 -2.86983
Cl -1.59974 2.00311 -2.74223
H 1.39217 -0.07906 0.54380
H -0.62031 0.14157 0.37099
*
```

Record 5
Computed, not measured: a 2-piece molecular cluster, CH2BrCl overall, with wB97M-V/def2-TZVPD.

E_tot   -83630.07869 eV
Highest occupied orbital energy   -10.1707 eV
Gap between HOMO and LUMO   8.461 eV

ORCA input file:
```
! wB97M-V def2-TZVPD RIJCOSX def2/J DEFGRID3
* xyz 0 1
C -1.17443 0.71647 0.75804
Cl -1.31104 2.21496 -0.06352
Br -2.68077 -0.55345 -0.08034
H 0.74833 -0.72949 -0.63613
H 1.28190 -0.34885 -0.26844
*
```

Record 6
Computed, not measured: C7H24FeN10O7 as an isolated structure, with wB97M-V/def2-TZVPD.

E_tot   -71266.47581 eV
Highest occupied orbital energy (spin up / spin down)   -0.4101 / -1.1939 eV
Expectation value of S²   8.76
Gap between HOMO and LUMO (spin up / spin down)   2.725 / 3.446 eV

ORCA input file:
```
! wB97M-V def2-TZVPD RIJCOSX def2/J DEFGRID3
* xyz -1 6
Fe -0.35410 -0.56981 -0.10109
O -2.08140 -1.45358 -0.89064
C -1.85568 -2.29724 -2.06167
C -2.89311 -2.43334 -3.14629
O -4.25587 -2.40522 -2.75359
H -1.59127 -3.26720 -1.64052
H -0.95003 -2.04841 -2.61482
H -2.63379 -3.43780 -3.48086
H -2.70752 -1.73483 -3.96221
C 2.12946 1.37793 1.07708
O 1.42311 0.45710 0.61784
N 2.14085 1.75189 2.28475
N 2.99106 1.97635 0.34089
H 2.81209 2.42514 2.62573
H 1.70521 1.17088 2.98671
H 2.97624 1.73144 -0.63885
H 3.29547 2.87082 0.69777
C -1.35359 2.42788 0.47342
O -1.20223 1.24709 0.62569
N -1.52921 3.01660 -0.61524
N -1.37323 3.26895 1.43086
H -1.60380 2.50639 -1.48371
H -1.45188 4.02141 -0.54846
H -1.29182 4.25338 1.22021
H -1.38849 2.89068 2.36722
C 1.89596 -2.80262 0.27552
O 0.98204 -2.15440 -0.18612
N 1.87274 -3.74154 1.18979
N 3.17594 -2.62235 -0.03462
H 2.68236 -4.04724 1.71053
H 0.92556 -4.02781 1.39231
H 3.36780 -1.92345 -0.73806
H 3.93212 -3.10950 0.42470
C -1.15194 -0.90178 3.03499
O -0.86650 -1.18385 1.88791
N -0.79912 0.27841 3.50833
N -1.76911 -1.63583 3.92540
H -0.98395 0.52088 4.47121
H -0.42643 0.94014 2.84251
H -1.74195 -1.16220 4.81706
H -2.44676 -2.29951 3.57839
C 0.26916 1.26894 -2.66523
O 0.34847 0.51332 -1.76182
N -0.72811 1.50461 -3.33110
N 1.34799 1.77918 -3.18981
H -1.60628 1.11572 -3.01853
H -0.67077 2.15295 -4.10341
H 2.17346 1.21933 -3.03086
H 1.26083 2.57209 -3.80931
*
```